{
  "formula": "C4H7NOS",
  "method": "wB97M-V/def2-TZVPD",
  "symbols": ["C", "C", "N", "C", "S", "C", "O", "H", "H", "H", "H", "H", "H", "H"],
  "xyz": [[-2.31, -0.32, -0.75], [-1.43, -0.48, 0.45], [-0.19, -1.32, 0.22], [0.67, -0.30, 0.22], [2.22, -0.13, -0.27], [-0.41, 0.68, 0.69], [-0.50, 1.82, -0.10], [-2.71, -1.28, -1.01], [-3.20, 0.34, -0.59], [-1.70, 0.14, -1.53], [-1.93, -0.74, 1.36], [0.00, -2.28, 0.21], [-0.30, 0.91, 1.75], [0.44, 2.09, -0.27]],
  "smiles": "C[C@H]1NC(=S)[C@H]1O",
  "multiplicity": 1,
  "total_energy_ev": -18633.4151
}